The following is a quantum chemistry calculation of C38H40FN6O6Re as an isolated structure, from the OMol25 dataset.

The energy is -2429.278627 Ha. Its spin multiplicity is 2. As for the net charge: +3. The value obtained for the energy relative to the best compared isomer or geometry (same formula, charge and spin) is 0.0 kcal per mole. Its LUMO energy (spin up / spin down) is -8.7 / -8.2 eV. For the gap between HOMO and LUMO (spin up / spin down), the calculation gives 5.947 / 6.401 eV. As for the expectation value of S²: 0.77.

```
92
Properties=species:S:1:pos:R:3:lowdin_spin:R:1
Re -0.654 -2.659 -0.585 0.816
C 0.958 -5.199 4.951 0.000
O 0.987 -4.068 5.825 0.000
C 1.832 -3.040 5.548 0.000
C 2.688 -2.624 6.562 0.000
C 3.564 -1.575 6.357 0.000
C 3.586 -0.908 5.136 0.000
C 2.706 -1.281 4.136 0.000
C 1.832 -2.346 4.341 0.000
N 0.819 -2.683 3.384 0.005
C 0.924 -2.680 2.056 0.007
N 2.104 -2.639 1.449 -0.006
C 2.343 -2.746 0.070 -0.004
C 1.341 -2.879 -0.880 0.007
C 1.712 -3.101 -2.223 0.004
C 3.039 -3.122 -2.581 0.002
C 4.048 -2.966 -1.620 -0.008
C 3.709 -2.788 -0.298 0.002
O 4.568 -2.658 0.737 0.002
C 5.970 -2.793 0.466 0.000
N -0.176 -2.823 1.283 0.018
C -1.516 -2.846 1.806 0.009
C -2.060 -1.654 2.330 0.016
C -3.321 -1.640 2.869 -0.003
C -4.078 -2.820 2.871 0.020
C -3.579 -3.981 2.327 -0.005
C -2.296 -4.014 1.776 0.019
O -1.924 -5.209 1.268 0.004
C -0.969 -5.318 0.250 0.004
H 0.820 -6.073 5.582 0.000
H 1.898 -5.297 4.405 0.000
H 0.121 -5.141 4.252 0.000
H 2.658 -3.163 7.499 0.000
H 4.236 -1.279 7.150 0.000
H 4.265 -0.084 4.973 0.000
H 2.670 -0.711 3.216 0.000
H -0.108 -2.835 3.760 0.000
H 2.938 -2.611 2.028 0.000
H 0.954 -3.252 -2.985 0.001
H 3.316 -3.288 -3.612 0.000
H 5.084 -3.005 -1.919 0.000
H 6.177 -3.766 0.021 0.000
H 6.468 -2.715 1.427 0.000
H 6.307 -1.993 -0.193 0.000
H -1.438 -0.766 2.326 0.001
H -3.723 -0.733 3.297 -0.001
H -5.073 -2.821 3.295 0.001
H -4.160 -4.891 2.302 -0.001
H -1.054 -6.322 -0.159 0.000
H 0.056 -5.130 0.564 0.000
H -1.258 -4.679 -0.641 0.001
C -4.672 3.029 -4.053 0.000
C -4.507 2.855 -2.555 0.000
N -3.395 1.929 -2.219 0.007
C -3.669 0.641 -2.088 0.003
C -2.729 -0.321 -1.760 0.006
C -3.191 -1.729 -1.772 0.008
O -4.325 -2.078 -1.854 0.005
O -2.148 -2.612 -1.764 0.035
C -1.419 0.077 -1.476 0.001
O -0.484 -0.712 -1.066 0.015
C -1.083 1.460 -1.708 0.001
C 0.242 1.909 -1.597 -0.001
C 0.544 3.206 -1.876 0.001
F 1.810 3.620 -1.725 0.000
C -0.427 4.140 -2.304 0.000
C -1.735 3.699 -2.389 0.001
C -2.079 2.374 -2.087 0.000
N -0.116 5.464 -2.660 0.000
C 1.214 5.823 -3.134 0.000
C 1.110 7.020 -4.063 0.000
N 0.471 8.168 -3.324 0.000
C -0.881 7.782 -2.783 0.000
C -0.732 6.549 -1.909 0.000
H -5.493 3.717 -4.251 0.000
H -4.910 2.080 -4.532 0.000
H -3.770 3.428 -4.519 0.000
H -5.402 2.432 -2.103 0.000
H -4.315 3.795 -2.044 0.000
H -4.694 0.333 -2.259 0.000
H 1.024 1.230 -1.288 0.000
H -2.480 4.385 -2.761 0.000
H 1.652 5.006 -3.703 0.000
H 1.898 6.052 -2.306 0.000
H 0.466 6.806 -4.914 0.000
H 2.086 7.348 -4.414 0.000
H 0.386 8.981 -3.939 0.000
H 1.078 8.454 -2.550 0.000
H -1.512 7.585 -3.648 0.000
H -1.275 8.629 -2.225 0.000
H -1.719 6.261 -1.554 0.000
H -0.130 6.798 -1.022 0.000
```

***

The following is a quantum chemistry calculation of a 2-piece molecular cluster, CH5N4OS overall, from the OMol25 dataset.

The energy is -733.135236 Ha. As for the net charge: +1. The value obtained for the energy relative to the best compared isomer or geometry (same formula, charge and spin) is 55.7 kcal per mole. Its LUMO energy (spin up / spin down) is -6.2 / -6.2 eV. For the gap between HOMO and LUMO (spin up / spin down), the calculation gives 6.661 / 6.660 eV.

```
12
Properties=species:S:1:pos:R:3:lowdin_charge:R:1
C -0.606 0.613 0.101 -0.604
N 2.236 -1.965 -1.114 -0.567
N -1.356 0.400 1.192 0.121
N -0.036 1.779 -0.003 0.170
N -0.243 -0.502 -0.527 0.083
O 1.720 -0.964 -0.835 0.114
S 2.675 -3.402 -1.288 1.057
H -1.823 1.239 1.747 0.175
H -1.841 -0.476 1.342 0.112
H -0.458 2.410 0.666 0.115
H 0.600 2.116 -0.811 0.186
H -0.868 -1.247 -0.469 0.038
```

***

The following is a quantum chemistry calculation of C33H36Cl5FI2N7OSTl as an isolated structure, from the OMol25 dataset.

The energy is -5304.596959 Ha. As for the net charge: -2. The value obtained for the energy relative to the best compared isomer or geometry (same formula, charge and spin) is 1.5 kcal per mole. Its LUMO energy is 3.2 eV. For the gap between HOMO and LUMO, the calculation gives 3.607 eV.

```
87
Properties=species:S:1:pos:R:3:lowdin_charge:R:1
Tl -1.151 -0.316 -0.826 0.771
I 8.378 1.941 0.082 0.755
C 6.452 1.589 -0.663 -0.763
C 6.282 1.246 -1.993 -0.265
C 5.000 1.021 -2.464 -0.639
I 4.734 0.516 -4.476 0.852
C 3.834 1.112 -1.657 -0.478
O 2.657 0.893 -2.104 -0.192
C 4.069 1.478 -0.294 -0.158
C 2.882 1.631 0.630 -0.177
N 2.149 0.424 0.997 -0.037
C 2.970 -0.654 1.537 -0.170
C 2.074 -1.800 1.928 -0.273
C 1.946 -2.234 3.236 -0.030
C 1.038 -3.245 3.531 -0.072
C 0.278 -3.778 2.509 -0.063
C 0.492 -3.307 1.221 -0.129
N 1.369 -2.350 0.929 0.082
C 5.348 1.704 0.175 -0.140
H 7.131 1.154 -2.656 0.068
H 3.230 2.105 1.555 0.112
H 2.156 2.308 0.170 0.107
H 1.629 0.069 0.202 0.024
H 3.731 -1.008 0.826 0.123
H 3.499 -0.277 2.418 0.115
H 2.531 -1.764 4.017 0.101
H 0.892 -3.582 4.549 0.099
H -0.490 -4.513 2.704 0.106
H -0.081 -3.693 0.382 0.088
H 5.485 1.977 1.216 0.092
N 1.760 -1.765 -2.007 0.093
C 0.989 -2.194 -3.005 -1.033
N 1.226 -1.617 -4.210 0.072
S -0.214 -3.368 -2.822 0.478
H 2.225 -0.853 -2.086 0.055
H 1.610 -2.124 -1.067 0.032
H 1.806 -0.790 -4.241 0.044
H 0.502 -1.719 -4.899 0.056
C -3.003 2.646 0.185 -0.162
C -3.321 3.849 1.114 -0.160
N -2.640 3.700 2.403 -0.169
C -1.198 3.586 2.164 -0.158
C -0.888 2.360 1.268 -0.193
N -2.145 1.694 0.892 -0.240
C -2.817 1.240 2.118 -0.164
C -3.101 2.458 3.036 -0.152
H -2.476 2.960 -0.718 0.105
H -3.911 2.122 -0.120 0.101
H -4.393 3.927 1.306 0.109
H -2.995 4.792 0.665 0.107
H -0.699 3.507 3.132 0.110
H -0.860 4.514 1.694 0.109
H -0.254 1.629 1.774 0.105
H -0.383 2.649 0.347 0.073
H -2.179 0.507 2.608 0.100
H -3.737 0.727 1.841 0.077
H -2.589 2.358 3.995 0.112
H -4.169 2.556 3.242 0.110
N 0.030 2.470 -2.106 0.025
H -0.419 2.420 -3.014 -0.041
H 0.875 1.893 -2.161 -0.018
H 0.380 3.418 -1.999 0.022
F -2.649 -5.818 7.190 -0.046
C -2.672 -4.996 6.072 -0.335
C -1.910 -3.843 6.048 -0.084
C -1.933 -3.019 4.937 -0.111
C -2.733 -3.297 3.772 -0.399
C -2.757 -2.469 2.661 -0.085
C -3.484 -4.522 3.867 -0.091
C -3.456 -5.336 4.981 -0.084
H -1.300 -3.589 6.909 0.097
H -1.340 -2.110 4.945 0.091
H -2.089 -1.617 2.603 0.000
H -3.345 -2.714 1.785 -0.005
H -4.100 -4.812 3.021 0.089
H -4.040 -6.250 5.011 0.095
Cl -4.522 -0.849 -0.287 0.660
C -4.382 -0.340 -1.960 -0.708
C -3.117 -0.072 -2.447 -0.323
C -3.055 0.251 -3.786 -0.688
Cl -1.473 0.547 -4.501 0.641
C -4.171 0.351 -4.612 -0.710
Cl -4.027 0.773 -6.287 0.629
C -5.429 0.106 -4.068 -0.712
Cl -6.843 0.235 -5.054 0.632
C -5.540 -0.250 -2.726 -0.709
Cl -7.101 -0.564 -2.046 0.640
```

***

The following is a quantum chemistry calculation of C5H6OS as an isolated structure, from the OMol25 dataset.

The energy is -667.400666 Ha. As for the net charge: 0. The value obtained for the energy relative to the best compared isomer or geometry (same formula, charge and spin) is 86.3 kcal per mole. Its LUMO energy is 0.9 eV. For the gap between HOMO and LUMO, the calculation gives 9.946 eV.

```
13
Properties=species:S:1:pos:R:3:lowdin_charge:R:1
C -0.398 0.059 -0.901 -0.423
C 0.876 -0.456 -0.228 -0.250
C -0.486 0.807 0.483 -0.294
C -0.728 -0.354 1.441 -0.020
C 0.106 -1.194 0.913 -0.070
H 1.282 1.650 -1.622 -0.080
H -1.074 -0.695 -1.194 0.085
H 1.620 -1.105 -0.762 0.164
H -0.811 1.794 0.566 0.125
H -1.555 -0.424 2.192 0.128
H 0.194 -2.336 0.978 0.137
O 0.931 0.867 0.424 -0.139
S 0.042 1.387 -2.291 0.637
```

***

The following is a quantum chemistry calculation of C22H36CrF15NO13S3 as an isolated structure, from the OMol25 dataset.

The energy is -5629.768432 Ha. Its spin multiplicity is 4. As for the net charge: -1. Its LUMO energy (spin up / spin down) is 0.4 / 0.4 eV. For the gap between HOMO and LUMO (spin up / spin down), the calculation gives 6.406 / 6.410 eV. As for the expectation value of S²: 3.78.

```
91
Properties=species:S:1:pos:R:3:lowdin_spin:R:1
Cr 1.352 -0.646 3.025 2.876
C 1.109 3.200 -4.714 0.000
C 0.443 1.799 -4.949 0.000
C -0.987 1.659 -4.423 0.000
C -1.590 0.363 -4.805 0.000
N -3.008 0.218 -4.305 0.000
C -3.955 1.184 -4.915 0.000
C -5.324 0.527 -5.002 0.000
C -4.967 -0.802 -5.587 0.000
C -3.569 -1.089 -4.998 0.000
C -3.178 0.231 -2.781 0.000
C -2.261 -0.810 -2.030 0.000
C -2.479 -0.677 -0.532 0.000
H 2.198 3.155 -4.694 0.000
H 0.777 3.654 -3.780 0.000
H 0.869 3.922 -5.494 0.000
H 0.962 1.077 -4.319 0.000
H 0.560 1.617 -6.018 0.000
H -1.539 2.423 -4.971 0.000
H -1.248 1.787 -3.372 0.000
H -0.992 -0.486 -4.475 0.000
H -1.653 0.286 -5.891 0.000
H -4.063 2.115 -4.359 0.000
H -3.699 1.463 -5.938 0.000
H -5.921 0.486 -4.091 0.000
H -5.867 1.039 -5.797 0.000
H -5.736 -1.554 -5.405 0.000
H -4.912 -0.615 -6.659 0.000
H -3.739 -1.802 -4.190 0.000
H -2.919 -1.519 -5.760 0.000
H -4.252 0.096 -2.653 0.000
H -3.004 1.268 -2.494 0.000
H -1.182 -0.806 -2.188 0.000
H -2.525 -1.819 -2.346 0.000
H -2.003 -1.509 -0.012 0.000
H -3.509 -0.638 -0.175 0.000
H -1.952 0.255 -0.328 0.000
C -1.091 -0.615 4.683 -0.001
O -0.936 0.302 3.602 0.008
O 0.307 -1.061 4.832 -0.024
C -1.933 -0.069 5.925 -0.001
F -1.629 1.165 6.172 0.000
F -3.279 -0.041 5.921 0.000
F -1.609 -0.786 7.019 0.000
C -2.162 0.959 3.121 0.001
C -1.703 2.000 2.080 0.000
H -2.652 2.282 1.624 0.000
H -1.267 2.821 2.648 0.000
H -1.037 1.580 1.326 0.000
H -2.772 1.517 3.831 0.000
H -2.880 0.254 2.701 0.000
H -1.620 -1.440 4.205 0.000
C 1.830 -0.252 0.004 0.006
O 2.805 -0.685 0.911 0.004
O 0.787 -0.188 0.984 0.028
C 2.098 0.845 -1.054 0.001
F 0.915 1.118 -1.649 0.001
F 2.433 1.955 -0.438 0.000
F 2.977 0.588 -2.052 0.000
C 4.158 -0.783 0.310 0.001
C 4.479 -1.938 -0.599 0.000
H 3.878 -1.897 -1.507 0.000
H 5.533 -1.997 -0.871 0.000
H 4.231 -2.834 -0.030 0.000
H 4.800 -0.885 1.185 0.000
H 4.479 0.146 -0.160 0.000
H 1.602 -1.069 -0.681 0.001
C -0.265 -4.816 2.606 0.001
F -0.282 -6.108 2.483 0.000
F -1.044 -4.255 1.672 0.000
F -0.645 -4.419 3.844 0.000
S 1.515 -4.072 2.346 0.005
O 1.962 -4.410 0.973 0.001
O 1.342 -2.630 2.640 0.022
O 2.360 -4.671 3.347 0.001
C 3.801 3.039 3.251 0.000
F 4.163 4.271 3.369 0.000
F 4.276 2.595 2.114 0.000
F 4.302 2.384 4.301 0.000
S 1.872 2.740 3.274 0.005
O 1.236 3.430 2.132 0.003
O 1.727 1.262 3.263 0.021
O 1.371 3.245 4.560 0.002
C 4.340 -0.851 6.103 0.001
F 3.396 -1.620 6.540 0.000
F 4.019 0.423 6.243 0.000
F 5.473 -1.110 6.685 0.001
S 4.519 -1.086 4.213 0.007
O 4.901 -2.483 3.898 0.003
O 3.156 -0.814 3.737 0.025
O 5.527 -0.089 3.782 -0.001
```

***

The following is a quantum chemistry calculation of a 2-piece molecular cluster, C7H14N2Si overall, from the OMol25 dataset.

The energy is -673.938303 Ha. As for the net charge: 0. The value obtained for the energy relative to the best compared isomer or geometry (same formula, charge and spin) is 147.4 kcal per mole. Its LUMO energy (spin up / spin down) is -0.5 / -0.3 eV. For the gap between HOMO and LUMO (spin up / spin down), the calculation gives 8.488 / 6.882 eV.

```
24
Properties=species:S:1:pos:R:3:lowdin_charge:R:1
C 4.360 0.640 0.046 -0.156
C 3.047 0.916 -0.174 -0.176
C 3.351 -1.213 0.071 -0.250
C -1.011 1.084 0.576 -0.128
C -2.052 -0.671 -0.907 -0.104
C -0.931 -1.291 1.282 -0.119
C -0.824 -0.316 0.134 -0.685
N 4.537 -0.725 0.217 0.055
N 2.335 -0.250 -0.081 -0.184
Si 0.783 -0.582 -0.849 0.847
H 5.232 1.291 -0.076 0.102
H 2.559 1.900 -0.200 0.112
H 3.091 -2.257 0.290 0.117
H -0.529 1.802 0.024 0.035
H -2.057 1.388 0.609 0.088
H -0.710 1.225 1.611 0.084
H -3.042 -0.460 -0.606 0.065
H -1.890 -1.697 -1.239 0.064
H -1.735 -0.093 -1.776 -0.042
H -0.530 -2.300 0.974 0.091
H -0.412 -0.957 2.161 0.072
H -1.977 -1.390 1.468 0.070
H 0.670 -1.563 -1.825 -0.068
H -2.204 0.711 -3.492 0.109
```